65
Properties=species:S:1:pos:R:3:mulliken_charge:R:1 method="wB97M-V/def2-TZVPD" energy_ha=-3274.2023 de_lowest_kj_mol=0.0 charge=+2
Bi 8.595 -1.980 15.182 1.27
S 10.556 -1.430 13.280 -0.32
C 9.189 -0.898 12.403 0.49
N 7.922 -0.958 12.838 -0.20
C 7.067 -0.403 11.927 -0.30
C 5.677 -0.310 12.048 -0.16
C 5.017 0.430 11.074 -0.47
C 5.682 1.190 10.149 -0.57
C 7.041 1.049 9.986 -0.41
C 7.737 0.220 10.800 0.57
S 9.408 -0.117 10.861 -0.18
H 5.145 -0.752 12.947 0.13
H 3.917 0.415 11.042 0.37
H 5.139 1.858 9.464 0.36
H 7.544 1.572 9.184 0.41
O 6.775 -3.602 16.802 -0.63
H 6.411 -4.414 16.394 0.24
H 6.053 -2.900 16.830 0.39
C 6.805 1.495 16.372 -1.36
C 7.949 1.144 17.259 -0.48
P 9.367 0.353 16.415 0.86
C 10.212 1.499 15.252 -0.63
C 10.685 2.797 15.953 -1.18
C 10.589 0.101 17.753 -0.14
C 10.267 0.671 19.142 -1.29
H 6.021 1.988 16.961 0.40
H 6.281 0.687 15.880 0.19
H 7.066 2.191 15.580 0.36
H 7.691 0.415 18.062 0.32
H 8.328 2.048 17.763 0.42
H 9.570 1.600 14.346 0.43
H 11.108 0.931 14.934 0.42
H 9.804 3.376 16.257 0.32
H 11.273 3.374 15.236 0.42
H 11.298 2.528 16.847 0.28
H 11.548 0.502 17.363 0.56
H 10.727 -1.002 17.778 -0.14
H 10.244 1.756 19.107 0.32
H 11.133 0.419 19.772 0.44
H 9.304 0.277 19.490 0.28
N 8.946 -3.234 18.329 -0.06
C 10.045 -3.621 17.667 0.12
N 10.071 -3.642 16.307 -0.37
C 11.342 -4.127 15.840 -0.34
C 11.769 -4.225 14.503 -0.61
C 13.138 -4.460 14.245 -0.75
C 13.968 -4.851 15.285 -0.44
C 13.490 -4.957 16.603 -0.44
C 12.221 -4.466 16.921 0.74
S 11.559 -4.153 18.500 -0.11
H 8.092 -3.430 17.845 0.17
H 8.880 -3.261 19.368 0.28
H 11.077 -4.077 13.710 0.87
H 13.591 -4.442 13.244 0.38
H 14.999 -5.171 15.092 0.38
H 14.159 -5.316 17.366 0.41
N 2.893 -0.641 16.652 -0.39
C 3.868 -1.557 16.353 0.92
O 4.910 -1.651 17.054 -0.73
C 3.644 -2.398 15.141 -1.15
I 2.845 -4.385 15.559 0.13
H 2.873 -0.175 17.544 0.26
H 1.998 -0.625 16.173 0.21
H 4.624 -2.580 14.666 0.16
H 2.918 -1.989 14.462 0.58